C5H13NO2 | ωB97M-V with the def2-TZVPD basis set

Properties
charge	0
gap between HOMO and LUMO	8.99	eV
multiplicity	1
highest occupied orbital energy	-8.1	eV

CARTESIAN COORDINATES (ANGSTROEM)
C1 0.36 2.34 -0.41
C2 -0.05 1.11 -0.81
N1 0.67 0.38 -1.67
C3 0.21 -1.07 -1.69
C4 0.37 -2.81 -0.03
C5 1.04 -1.88 -0.71
H1 1.30 2.67 -0.87
H2 -0.20 3.09 -0.05
H3 -1.01 0.60 -0.60
H4 1.64 0.59 -1.81
H5 0.46 -1.43 -2.80
H6 -0.94 -1.08 -1.54
H7 0.90 -3.30 0.83
H8 -0.66 -2.91 -0.08
H9 2.13 -1.68 -0.53
H10 0.13 2.54 2.10
H11 1.16 1.66 2.81
O1 0.29 1.91 2.80
H12 -2.62 -0.11 2.50
H13 -2.28 -0.16 0.97
O2 -2.91 -0.47 1.59

Here are the natural (NBO) charges for atoms 1 to 5, given in e:
1. C -0.59
2. C 0.06
3. N -0.60
4. C -0.25
5. C -0.38